Entry 1:
{"formula": "CH3Cl3Si", "method": "ωB97M-V/def2-TZVPD", "homo_ha": -0.33466, "relative_energy_ev": 4.110, "molar_mass_da": 149.5, "e_tot_ev": -46531.3831, "orbital_gap_ev": 8.66, "smiles": "C=[Si](Cl)Cl.Cl", "species": ["C", "Si", "Cl", "Cl", "Cl", "H", "H", "H"], "positions_angstrom": [[0.5509, -0.7043, 0.0919], [-1.1593, -0.3667, -0.0629], [1.9344, 2.3084, -0.4235], [-2.5455, -0.5130, -1.4816], [-2.4156, -0.0387, 1.5554], [1.0772, -1.4441, -0.5374], [1.6033, 1.1451, -0.1776], [0.9545, -0.3866, 1.0359]], "forces_ev_per_a": [[-1.99, -0.41, -0.76], [1.05, -0.62, 1.56], [0.69, 2.09, -0.38], [0.09, -0.17, -1.01], [0.87, 0.27, -0.23], [-0.26, 0.92, 0.24], [-0.64, -1.87, 0.24], [0.18, -0.23, 0.35]], "lowdin_charge": [-0.32, -0.14, 0.32, 0.33, 0.24, 0.00, -0.39, -0.03]}

Entry 2:
{"formula": "CH3ClIOP", "method": "ωB97M-V/def2-TZVPD", "homo_ha": [-0.30666, -0.34228], "relative_energy_ev": 2.512, "molar_mass_da": 224.4, "e_tot_ev": -33042.8296, "orbital_gap_ev": [6.17, 7.77], "species": ["C", "O", "P", "Cl", "I", "H", "H", "H"], "positions_angstrom": [[0.7315, 0.3371, 0.0101], [-0.0908, 0.7113, -1.0008], [-1.6150, 0.6831, -1.4328], [0.6668, -2.4211, 0.5072], [-2.7041, 0.3915, 0.7055], [1.7104, 0.8876, -0.0583], [0.9883, -0.9971, 0.2350], [0.3130, 0.4077, 1.0340]], "forces_ev_per_a": [[0.85, 1.87, 1.20], [1.08, -0.50, -0.04], [-0.44, -0.12, 0.37], [0.15, -0.10, -0.01], [-0.14, -0.05, -0.07], [-0.88, -0.85, -0.23], [-0.41, -0.42, -0.58], [-0.22, 0.16, -0.65]], "lowdin_charge": [-0.26, -0.64, 0.49, 0.12, 0.35, 0.12, -0.22, 0.04]}

Entry 3:
{"formula": "CH3ClN2", "method": "ωB97M-V/def2-TZVPD", "homo_ha": -0.36333, "relative_energy_ev": 3.444, "molar_mass_da": 78.5, "e_tot_ev": -16585.5068, "orbital_gap_ev": 9.94, "smiles": "C/N=N/Cl", "species": ["C", "N", "N", "Cl", "H", "H", "H"], "positions_angstrom": [[-0.2212, 0.0979, 0.0056], [-1.6011, 0.4108, 0.0347], [-2.5202, -0.5314, -0.0913], [-4.0518, 0.0435, 0.0092], [0.2472, 0.8127, -0.7653], [0.1219, -0.9456, -0.0575], [0.2247, 0.4551, 0.9938]], "forces_ev_per_a": [[2.00, 0.63, 0.55], [-5.18, -2.36, -0.26], [6.64, 2.18, 0.33], [-1.62, 0.91, 0.10], [-0.61, -1.35, 0.95], [-0.49, 0.16, -0.56], [-0.74, -0.18, -1.10]], "lowdin_charge": [-0.17, -0.16, -0.52, 0.58, 0.10, 0.07, 0.10]}

Entry 4:
{"formula": "CH3ClN2", "method": "ωB97M-V/def2-TZVPD", "homo_ha": [-0.24294, -0.41570], "relative_energy_ev": 1.171, "molar_mass_da": 78.5, "e_tot_ev": -16583.0900, "multiplicity": 3, "orbital_gap_ev": [7.75, 9.86], "s_squared": 2.010, "species": ["C", "N", "N", "Cl", "H", "H", "H"], "positions_angstrom": [[-0.8234, 0.4455, 0.0605], [1.4675, -0.5112, 0.2930], [0.4692, -0.8093, -0.3231], [-2.4657, 0.0135, 0.0687], [-0.4302, 0.9183, 0.9298], [-0.5038, 0.8090, -0.9345], [2.2863, -0.8658, -0.0944]], "forces_ev_per_a": [[1.91, -0.50, -3.18], [0.44, 0.15, 1.71], [-4.12, -0.03, 0.44], [-0.05, -0.49, 0.26], [0.08, 0.12, 0.51], [-0.76, 0.80, 1.05], [2.51, -0.05, -0.79]], "lowdin_charge": [-0.58, -0.05, -0.09, 0.61, 0.03, 0.05, 0.04]}